1.
ORCA calculation (ωB97M-V/def2-TZVPD) on a structure of composition C23H36Cl2N5O3PmSi2Te.

```
! wB97M-V def2-TZVPD RIJCOSX def2/J DEFGRID3
* xyz 2 5
Pm 0.103 0.610 -3.074
O 1.889 1.182 -1.572
C 3.014 0.290 -1.724
C 2.598 -0.863 -2.602
C 3.591 -1.488 -3.385
C 3.321 -2.699 -4.055
C 1.971 -3.169 -4.083
C 1.032 -2.529 -3.257
N 1.342 -1.347 -2.563
H 2.176 2.014 -1.123
H 3.326 -0.194 -0.780
H 3.857 0.734 -2.252
H 4.632 -1.054 -3.415
H 4.116 -3.342 -4.454
H 1.641 -4.065 -4.634
H 0.118 -3.035 -3.081
Cl -6.436 0.913 0.577
C -5.171 0.654 -0.571
C -4.816 -0.696 -0.793
C -3.578 -1.103 -1.235
Cl -3.112 -2.735 -1.153
C -2.645 -0.012 -1.618
O -1.379 -0.384 -1.680
C -3.096 1.351 -1.677
C -2.364 2.454 -2.193
O -1.312 2.309 -2.974
C -4.374 1.645 -1.090
H -5.554 -1.435 -0.477
H -2.690 3.493 -1.977
H -4.780 2.695 -1.156
C 3.738 -3.450 5.197
Si 2.181 -3.386 4.193
C 2.868 -3.193 2.446
C 1.246 -5.087 4.186
C 1.061 -2.073 4.926
Te -0.098 -0.668 3.611
C -0.566 0.905 5.002
Si -0.346 2.588 4.136
C -1.164 2.714 2.468
C -1.212 3.753 5.359
C 1.548 2.898 3.956
H 4.491 -4.172 4.826
H 3.365 -3.773 6.219
H 4.315 -2.506 5.238
H 3.414 -4.019 2.153
H 3.546 -2.324 2.391
H 2.082 -3.121 1.671
H 1.982 -5.833 3.730
H 0.343 -5.187 3.548
H 1.172 -5.362 5.217
H 1.645 -1.528 5.694
H 0.213 -2.693 5.378
H 0.047 0.692 5.860
H -1.591 0.652 5.279
H -1.268 1.727 1.938
H -0.602 3.371 1.763
H -2.196 3.027 2.608
H -2.230 3.289 5.574
H -1.372 4.751 4.885
H -0.728 3.863 6.334
H 1.835 3.154 2.897
H 2.196 2.069 4.332
H 1.880 3.767 4.538
N -2.033 3.064 -8.892
C -1.962 2.540 -7.604
N -2.370 3.343 -6.542
N -1.396 1.366 -7.472
C -0.972 0.958 -6.321
N -0.378 0.530 -5.389
H -2.672 3.811 -9.154
H -1.859 2.380 -9.641
H -2.941 4.146 -6.780
H -2.629 2.823 -5.688
*
```

The calculation puts the LUMO energy (alpha / beta) at -6.48 / -6.44 eV. The value obtained for the energy above the lowest of the compared OMol25 structures with the same formula, charge and spin is 48.4 kcal/mol. The HOMO-LUMO gap (alpha / beta) comes out at 4.5 / 4.5 eV. As for the expectation value of S²: 6.00.


2.
ORCA calculation (ωB97M-V/def2-TZVPD) on a structure of composition C23H36F2InO16.

```
! wB97M-V def2-TZVPD RIJCOSX def2/J DEFGRID3
* xyz -1 1
C 0.373 -5.010 -0.886
C 0.092 -3.608 -1.462
C 0.518 -3.390 -2.899
F -0.353 -4.128 -3.739
In 0.647 -1.221 -3.354
F 0.161 -0.157 -1.641
C 2.663 -0.731 -4.116
C 3.793 -1.023 -3.097
C 4.202 0.208 -2.296
C 3.290 0.450 -1.080
O 2.687 -0.760 -0.667
C -0.957 -0.503 -4.794
C -0.822 0.928 -4.873
O -0.033 1.585 -5.510
O -1.794 1.610 -4.067
C -1.410 2.082 -2.853
C -0.114 2.807 -2.739
O -2.163 1.958 -1.919
H 1.077 -5.546 -1.517
H 0.821 -4.898 0.090
H -0.549 -5.576 -0.786
H -0.984 -3.435 -1.441
H 0.570 -2.852 -0.843
H 1.521 -3.804 -3.020
H 2.717 0.288 -4.493
H 2.804 -1.390 -4.972
H 3.497 -1.814 -2.421
H 4.669 -1.398 -3.633
H 5.238 0.123 -1.969
H 4.163 1.071 -2.959
H 2.529 1.184 -1.335
H 3.863 0.859 -0.245
H 1.745 -0.589 -0.521
H -0.826 -0.955 -5.769
H -1.928 -0.775 -4.393
H 0.303 2.571 -1.771
H -0.340 3.873 -2.765
H 0.586 2.590 -3.534
C -2.419 2.191 1.438
C -2.262 1.159 2.538
O -0.840 1.137 2.733
C -0.335 2.324 2.303
O 0.779 2.681 2.503
O -1.277 3.033 1.656
H -3.331 2.778 1.515
H -2.352 1.754 0.440
H -2.740 1.469 3.472
H -2.617 0.171 2.260
C 3.921 -3.968 3.807
C 2.627 -4.759 3.874
O 2.060 -4.518 2.587
C 3.058 -4.182 1.725
O 2.928 -4.069 0.557
O 4.216 -3.988 2.410
H 4.737 -4.419 4.366
H 3.791 -2.932 4.124
H 2.802 -5.831 3.987
H 1.948 -4.420 4.651
C -4.238 4.363 -1.531
C -4.743 4.797 -2.891
O -5.643 5.864 -2.554
C -5.285 6.363 -1.349
O -5.732 7.354 -0.870
O -4.354 5.577 -0.768
H -3.213 4.008 -1.543
H -4.874 3.602 -1.075
H -3.947 5.195 -3.523
H -5.271 4.016 -3.429
C -0.749 0.249 5.718
C -1.327 1.180 6.766
O -1.597 0.287 7.853
C -0.792 -0.795 7.728
O -0.655 -1.632 8.558
O -0.168 -0.782 6.530
H 0.006 0.710 5.091
H -1.515 -0.198 5.085
H -0.608 1.931 7.097
H -2.243 1.675 6.453
*
```

The calculation puts the LUMO energy at 1.87 eV. The HOMO-LUMO gap comes out at 7.0 eV.


3.
ORCA calculation (ωB97M-V/def2-TZVPD) on a structure of composition C23H37AsBiN5O7S2.

```
! wB97M-V def2-TZVPD RIJCOSX def2/J DEFGRID3
* xyz 2 1
Bi 0.389 -0.305 0.009
C 1.237 4.334 -2.966
N 0.516 4.285 -1.695
C 0.211 5.564 -1.052
C 0.122 3.114 -1.196
O 0.349 2.019 -1.719
C -0.643 3.126 0.135
O -1.336 1.895 0.288
C -2.505 1.818 -0.501
C -2.669 0.412 -1.047
O -1.768 -0.451 -0.896
N -3.790 0.141 -1.684
C -4.857 1.132 -1.851
C -4.047 -1.191 -2.233
H 2.169 4.882 -2.835
H 0.632 4.841 -3.717
H 1.448 3.324 -3.298
H 0.840 6.326 -1.504
H 0.435 5.543 0.013
H -0.829 5.856 -1.201
H -1.330 3.969 0.225
H 0.069 3.190 0.961
H -2.455 2.502 -1.354
H -3.376 2.089 0.102
H -5.417 1.270 -0.925
H -5.539 0.767 -2.612
H -4.465 2.089 -2.188
H -3.233 -1.857 -1.970
H -4.133 -1.127 -3.317
H -4.980 -1.574 -1.822
N 3.765 2.090 0.308
C 3.644 0.761 -0.083
C 3.270 0.441 -1.396
C 3.095 -0.884 -1.770
C 3.279 -1.898 -0.835
C 3.657 -1.597 0.463
C 3.831 -0.274 0.839
S 2.889 -3.562 -1.276
O 1.487 -3.359 -1.951
O 3.803 -4.001 -2.276
O 2.705 -4.321 -0.070
H 3.929 2.742 -0.444
H 4.390 2.253 1.083
H 3.149 1.231 -2.128
H 2.828 -1.131 -2.790
H 3.785 -2.396 1.180
H 4.137 -0.035 1.851
N 0.611 1.079 7.296
C -0.392 1.204 6.405
O -1.494 1.640 6.645
C -0.096 0.771 4.987
C 0.926 1.333 4.231
C 1.034 0.989 2.899
N 0.199 0.114 2.325
C -0.776 -0.450 3.055
C -0.959 -0.135 4.382
H 0.434 1.337 8.254
H 1.491 0.654 7.066
H 1.614 2.049 4.661
H 1.812 1.410 2.268
H -1.410 -1.166 2.546
H -1.776 -0.570 4.941
C -1.817 -4.583 -0.349
As -0.166 -4.164 -1.334
C -0.897 -3.588 -3.015
C 0.475 -5.968 -1.515
S 0.185 -2.622 0.557
H -2.399 -5.252 -0.986
H -2.368 -3.673 -0.127
H -1.552 -5.094 0.574
H -1.805 -4.159 -3.202
H -0.153 -3.776 -3.784
H -1.123 -2.523 -2.991
H 1.415 -6.000 -2.057
H -0.309 -6.497 -2.058
H 0.608 -6.404 -0.528
*
```

The calculation puts the LUMO energy at -5.74 eV. The value obtained for the energy above the lowest of the compared OMol25 structures with the same formula, charge and spin is 2.1 kcal/mol. The HOMO-LUMO gap comes out at 7.8 eV.


4.
ORCA calculation (ωB97M-V/def2-TZVPD) on a structure of composition C23H37BN5O9P2SV.

```
! wB97M-V def2-TZVPD RIJCOSX def2/J DEFGRID3
* xyz 0 3
V -0.370 -0.680 0.707
C 0.992 0.583 -2.287
N 2.336 0.650 -1.712
C 3.213 1.534 -2.481
P 2.517 0.713 -0.077
O 1.636 -0.264 0.635
O 2.245 2.230 0.327
P 0.832 2.792 0.945
O -0.261 1.909 0.483
N 1.143 2.927 2.538
C 2.445 2.589 3.109
C 0.025 2.754 3.483
N 0.714 4.305 0.337
C 1.576 5.384 0.790
C 0.185 4.488 -1.010
N 4.081 0.468 0.281
C 5.075 1.506 0.498
C 4.541 -0.896 0.546
H 1.085 0.308 -3.338
H 0.462 1.537 -2.216
H 0.395 -0.197 -1.823
H 3.260 1.171 -3.508
H 4.224 1.528 -2.078
H 2.839 2.565 -2.491
H 3.257 2.937 2.473
H 2.551 1.512 3.272
H 2.534 3.090 4.073
H -0.926 2.912 2.980
H 0.125 3.490 4.282
H 0.017 1.750 3.899
H 1.850 5.238 1.832
H 1.041 6.332 0.709
H 2.487 5.454 0.183
H -0.420 3.630 -1.292
H 0.992 4.619 -1.740
H -0.447 5.378 -1.035
H 4.643 2.494 0.362
H 5.907 1.391 -0.202
H 5.475 1.439 1.514
H 3.738 -1.614 0.391
H 4.880 -0.978 1.582
H 5.370 -1.147 -0.119
C -6.556 0.113 -4.549
C -5.551 -0.289 -3.504
C -5.204 0.576 -2.476
C -4.293 0.195 -1.497
C -3.736 -1.068 -1.550
C -4.065 -1.957 -2.571
C -4.964 -1.557 -3.540
S -2.594 -1.576 -0.312
O -3.033 -2.861 0.149
O -1.249 -1.540 -0.995
N -2.407 -0.448 0.751
C -2.924 -0.559 2.124
C -1.796 -0.137 3.065
O -2.016 0.292 4.174
O -0.590 -0.293 2.545
H -6.824 1.165 -4.457
H -7.470 -0.476 -4.452
H -6.167 -0.053 -5.555
H -5.646 1.564 -2.438
H -4.012 0.870 -0.699
H -3.626 -2.946 -2.593
H -5.224 -2.240 -4.340
H -3.207 -1.586 2.369
H -3.779 0.094 2.286
O 1.080 -3.361 0.197
B 0.160 -2.678 1.042
O -0.424 -3.629 1.907
C 0.082 -4.848 1.552
C -0.216 -6.085 2.074
C 0.449 -7.179 1.515
C 1.365 -7.017 0.482
C 1.655 -5.754 -0.037
C 0.992 -4.688 0.523
H -0.938 -6.196 2.871
H 0.242 -8.172 1.892
H 1.862 -7.886 0.070
H 2.361 -5.615 -0.846
*
```

The calculation puts the LUMO energy (alpha / beta) at 0.23 / 0.23 eV. The value obtained for the energy above the lowest of the compared OMol25 structures with the same formula, charge and spin is 13.1 kcal/mol. The HOMO-LUMO gap (alpha / beta) comes out at 7.9 / 8.1 eV. As for the expectation value of S²: 2.02.


5.
ORCA calculation (ωB97M-V/def2-TZVPD) on a structure of composition C23H37Br2MnNO11P2SSi.

```
! wB97M-V def2-TZVPD RIJCOSX def2/J DEFGRID3
* xyz -2 2
Mn -1.649 -0.732 -0.640
O 1.238 -5.595 2.442
C 0.712 -4.583 1.747
C 0.052 -3.533 2.334
C -0.398 -2.512 1.518
N -0.268 -2.487 0.188
C 0.320 -3.528 -0.344
Br 0.577 -3.636 -2.213
C 0.848 -4.595 0.376
H 1.105 -5.424 3.394
H -0.107 -3.489 3.406
H -0.885 -1.644 1.938
H 1.360 -5.402 -0.125
C 1.132 -0.157 -3.426
C 1.877 0.343 -2.215
C 3.009 -0.609 -1.844
C 2.446 1.726 -2.523
O 0.895 0.401 -1.145
Si 0.989 1.044 0.395
S -0.792 0.738 1.360
O 1.503 2.629 0.306
C 0.874 3.917 0.305
C 0.085 4.177 1.584
C -0.044 4.038 -0.907
C 2.017 4.915 0.210
O 2.346 0.302 1.017
C 3.059 0.462 2.238
C 3.093 -0.902 2.917
C 2.427 1.487 3.186
C 4.470 0.908 1.867
H 1.799 -0.166 -4.294
H 0.281 0.482 -3.632
H 0.757 -1.171 -3.263
H 3.694 -0.706 -2.693
H 2.607 -1.598 -1.604
H 3.560 -0.246 -0.974
H 3.194 1.639 -3.318
H 2.916 2.172 -1.641
H 1.646 2.388 -2.865
H -0.660 3.397 1.740
H -0.416 5.148 1.514
H 0.754 4.187 2.453
H -0.783 3.228 -0.907
H 0.533 3.978 -1.833
H -0.576 4.995 -0.889
H 2.657 4.837 1.094
H 1.631 5.940 0.142
H 2.621 4.704 -0.677
H 2.084 -1.176 3.242
H 3.757 -0.887 3.789
H 3.443 -1.660 2.210
H 1.353 1.295 3.298
H 2.552 2.503 2.797
H 2.906 1.422 4.168
H 4.971 0.131 1.279
H 5.066 1.115 2.765
H 4.408 1.819 1.261
O -2.569 0.023 -4.526
P -3.371 0.383 -3.162
O -4.322 1.468 -3.461
O -2.381 0.572 -2.025
O -4.181 -0.995 -2.838
P -3.544 -2.460 -2.614
O -3.039 -2.840 -4.134
O -4.597 -3.422 -2.236
O -2.241 -2.299 -1.875
H -2.336 -0.922 -4.588
H -3.733 -3.391 -4.528
Br -7.309 -1.251 3.033
C -5.697 -1.156 1.990
C -4.752 -2.155 2.119
C -3.582 -2.062 1.363
C -3.319 -1.006 0.491
C -4.326 -0.035 0.386
C -5.506 -0.092 1.122
H -4.923 -2.993 2.781
H -2.861 -2.870 1.467
H -4.193 0.798 -0.293
H -6.262 0.673 1.016
*
```

The calculation puts the LUMO energy (alpha / beta) at 3.70 / 3.70 eV. The value obtained for the energy above the lowest of the compared OMol25 structures with the same formula, charge and spin is 6.0 kcal/mol. The HOMO-LUMO gap (alpha / beta) comes out at 5.6 / 5.1 eV. As for the expectation value of S²: 1.25.


6.
ORCA calculation (ωB97M-V/def2-TZVPD) on the ion C23H37F13N3O6P2S3 with charge +1.

```
! wB97M-V def2-TZVPD RIJCOSX def2/J DEFGRID3
* xyz 1 1
C 3.607 3.625 -0.192
C 3.363 2.132 -0.412
C 2.496 1.591 0.720
N 2.209 0.127 0.639
C 0.876 -0.366 0.569
S -0.073 -0.197 2.205
O -0.926 -1.335 2.336
O -0.600 1.127 2.209
C 1.018 -0.260 3.757
F 0.057 -0.227 4.679
F 1.657 -1.424 3.844
C 2.021 0.897 4.059
F 1.641 2.040 3.514
F 3.222 0.558 3.573
F 2.119 1.045 5.369
N 0.943 -1.856 0.081
C 1.749 -2.896 0.828
F 1.612 -4.027 0.117
F 1.146 -3.072 1.993
C 3.284 -2.706 1.098
F 3.416 -2.032 2.248
F 3.880 -2.011 0.136
C 4.044 -4.059 1.279
F 5.229 -3.779 1.808
F 3.371 -4.853 2.100
F 4.229 -4.663 0.114
C 0.907 -1.875 -1.529
C -0.039 -3.005 -2.013
C 0.295 -3.772 -3.290
C -0.661 -4.939 -3.487
F 0.142 -2.904 -4.359
P 2.334 -1.603 -2.776
C 3.464 -3.052 -2.639
O 3.199 -0.382 -2.130
O 0.271 -0.603 -1.713
C -0.103 0.172 -0.538
C 0.023 1.609 -1.060
C -0.594 2.780 -0.285
C -1.042 3.882 -1.259
S -2.764 3.786 -1.776
C -3.523 3.840 -0.143
S -3.412 5.179 0.756
N -4.227 2.670 0.206
C -4.035 2.244 1.608
C -5.038 2.749 2.652
C -5.618 2.731 -0.252
C -6.332 1.389 -0.119
P -2.007 -0.124 -0.283
O -2.432 0.061 -1.819
O -1.831 -1.776 -0.141
H 2.675 4.164 -0.002
H 4.089 4.078 -1.057
H 4.260 3.784 0.669
H 2.948 1.925 -1.394
H 4.324 1.613 -0.346
H 3.075 1.751 1.630
H 1.591 2.176 0.865
H 2.623 -0.265 1.480
H -0.027 -2.193 0.302
H -0.185 -3.733 -1.220
H -1.006 -2.548 -2.188
H 1.312 -4.163 -3.301
H -0.942 -5.382 -2.530
H -0.213 -5.719 -4.098
H -1.574 -4.575 -3.959
H 3.712 -3.336 -3.664
H 2.995 -3.913 -2.171
H 4.389 -2.820 -2.117
H 4.117 -0.621 -1.960
H -0.462 1.577 -2.036
H 1.069 1.815 -1.279
H -1.438 2.479 0.332
H 0.131 3.239 0.389
H -0.472 3.812 -2.190
H -0.845 4.874 -0.852
H -3.027 2.530 1.907
H -4.047 1.150 1.599
H -5.464 3.715 2.391
H -5.857 2.041 2.795
H -4.546 2.853 3.619
H -6.170 3.542 0.239
H -5.585 2.991 -1.315
H -7.114 1.300 -0.871
H -5.620 0.571 -0.241
H -6.805 1.273 0.857
H -1.774 -0.231 -2.471
H -2.702 -2.194 -0.096
*
```

The calculation puts the LUMO energy at -2.42 eV. The HOMO-LUMO gap comes out at 7.7 eV.